# C26H72N4O9

A 8-piece molecular cluster, C26H72N4O9 overall in a non-equilibrium geometry (ωB97M-V/def2-TZVPD, the Open Molecules 2025 dataset).

Geometry (Å):
C  4.190  -2.939  -1.084
O  4.412  -3.070  0.294
C  3.230  -3.220  1.021
C  3.589  -3.415  2.472
C  4.334  -4.718  2.623
N  2.437  -3.427  3.354
H  5.174  -2.962  -1.557
H  3.653  -2.028  -1.371
H  3.654  -3.817  -1.483
H  2.632  -2.281  0.996
H  2.543  -3.951  0.567
H  4.299  -2.625  2.708
H  3.723  -5.572  2.315
H  4.538  -4.865  3.688
H  5.270  -4.733  2.072
H  1.849  -4.199  3.032
H  1.900  -2.588  3.106
C  1.745  4.825  -1.345
O  1.365  4.308  -0.082
C  1.054  5.349  0.859
C  0.696  4.690  2.191
C  0.404  5.721  3.262
N  1.620  3.626  2.640
H  1.987  3.968  -1.972
H  2.694  5.376  -1.311
H  0.884  5.396  -1.695
H  1.924  6.027  0.903
H  0.170  5.909  0.510
H  -0.218  4.127  1.937
H  0.126  5.216  4.192
H  -0.496  6.287  3.000
H  1.221  6.421  3.432
H  2.465  4.100  2.974
H  1.845  3.148  1.763
C  0.788  -1.671  -2.820
O  -0.324  -1.955  -3.642
C  -0.136  -3.115  -4.433
C  -1.339  -3.352  -5.352
C  -2.253  -2.151  -5.471
N  -2.187  -4.476  -4.882
H  1.055  -0.609  -2.769
H  1.708  -2.163  -3.172
H  0.585  -2.012  -1.795
H  0.774  -2.933  -5.040
H  0.130  -3.994  -3.829
H  -0.938  -3.622  -6.331
H  -1.723  -1.236  -5.730
H  -2.746  -1.966  -4.516
H  -3.012  -2.379  -6.215
H  -2.697  -4.156  -4.056
H  -1.604  -5.234  -4.531
C  -6.236  -1.575  -5.449
O  -5.449  -1.286  -4.340
C  -6.078  -0.417  -3.421
C  -5.152  -0.133  -2.269
N  -4.017  0.666  -2.660
C  -2.884  0.631  -1.760
C  -1.606  1.031  -2.456
O  -1.608  2.382  -2.736
C  -0.426  2.811  -3.338
H  -6.713  -0.664  -5.846
H  -7.018  -2.310  -5.243
H  -5.558  -1.906  -6.233
H  -6.944  -0.958  -3.007
H  -6.391  0.502  -3.928
H  -4.884  -1.102  -1.790
H  -5.760  0.335  -1.478
H  -3.749  0.437  -3.610
H  -2.685  -0.389  -1.387
H  -3.074  1.309  -0.923
H  -1.506  0.388  -3.347
H  -0.759  0.791  -1.794
H  -0.363  2.491  -4.383
H  0.422  2.418  -2.753
H  -0.338  3.893  -3.285
C  -0.287  0.643  2.093
C  0.152  -0.622  1.359
O  -0.140  -1.803  2.056
H  -0.063  0.497  3.148
H  -1.381  0.716  2.050
H  0.217  1.475  1.612
H  1.252  -0.601  1.306
H  -0.136  -0.646  0.301
H  -1.029  -1.718  2.482
C  -4.109  -1.983  1.336
C  -3.955  -1.378  2.721
O  -2.673  -1.795  3.267
H  -4.084  -3.072  1.393
H  -3.287  -1.685  0.685
H  -5.084  -1.694  0.940
H  -4.709  -1.844  3.367
H  -4.047  -0.292  2.683
H  -2.708  -1.992  4.202
C  4.536  0.571  0.907
C  4.059  0.581  2.332
O  5.175  0.827  3.199
H  4.067  1.392  0.357
H  4.436  -0.383  0.402
H  5.584  0.888  0.892
H  3.550  -0.328  2.677
H  3.331  1.399  2.437
H  4.876  1.161  4.048
C  1.276  2.212  5.915
C  2.519  3.046  5.655
O  3.236  3.246  6.907
H  0.573  2.653  6.612
H  1.600  1.220  6.239
H  0.771  2.079  4.949
H  2.202  4.074  5.421
H  3.049  2.654  4.793
H  3.015  4.098  7.267

## Properties
energy above the lowest of the compared OMol25 structures with the same formula, charge and spin: 0.0 kcal per mole
HOMO-LUMO gap: 9.16 eV
spin multiplicity: 1
highest occupied orbital energy: -8.63 eV
E_tot: -1929.8106 hartree
charge: 0

Here are the Mulliken charges for atoms 1 to 99, given in e:
1 C -0.721
2 O -0.411
3 C 0.234
4 C 0.370
5 C -1.611
6 N -0.664
7 H 0.318
8 H 0.156
9 H 0.358
10 H -0.313
11 H 0.446
12 H 0.132
13 H 0.341
14 H 0.421
15 H 0.328
16 H 0.352
17 H 0.228
18 C -0.868
19 O -0.152
20 C -0.889
21 C 0.386
22 C -1.662
23 N -0.092
24 H 0.222
25 H 0.323
26 H 0.322
27 H 0.380
28 H 0.406
29 H 0.146
30 H 0.347
31 H 0.461
32 H 0.385
33 H 0.295
34 H -0.065
35 C -0.842
36 O -0.279
37 C -0.773
38 C 0.406
39 C -1.104
40 N -0.743
41 H 0.271
42 H 0.421
43 H 0.226
44 H 0.393
45 H 0.302
46 H 0.303
47 H 0.347
48 H 0.105
49 H 0.382
50 H 0.260
51 H 0.265
52 C -0.768
53 O -0.173
54 C -0.958
55 C -0.218
56 N -0.314
57 C -0.246
58 C 0.049
59 O -0.509
60 C -0.459
61 H 0.339
62 H 0.302
63 H 0.177
64 H 0.438
65 H 0.419
66 H 0.164
67 H 0.363
68 H 0.276
69 H 0.060
70 H 0.278
71 H 0.094
72 H 0.064
73 H 0.316
74 H 0.048
75 H 0.294
76 C -0.966
77 C 1.127
78 O -0.542
79 H 0.320
80 H 0.285
81 H 0.232
82 H -0.355
83 H -0.468
84 H 0.327
85 C -0.737
86 C -0.320
87 O -0.483
88 H 0.327
89 H 0.043
90 H 0.327
91 H 0.358
92 H 0.260
93 H 0.235
94 C -0.794
95 C 1.598
96 O -0.623
97 H 0.222
98 H -0.071
99 H 0.445

---

# C10H38O9

A 9-piece molecular cluster, C10H38O9 overall in a non-equilibrium geometry (ωB97M-V/def2-TZVPD, the Open Molecules 2025 dataset).

Geometry (Å):
C  0.552  2.275  1.422
C  0.687  0.805  1.006
O  -0.063  -0.119  1.804
H  0.929  2.979  0.680
H  1.029  2.533  2.368
H  -0.509  2.520  1.375
H  1.741  0.579  0.847
H  0.239  0.644  0.025
H  0.548  -0.353  2.506
C  -5.227  0.449  3.073
C  -5.327  -1.029  3.285
O  -4.638  -1.603  2.164
H  -5.741  1.092  3.788
H  -5.599  0.768  2.099
H  -4.198  0.809  3.072
H  -6.383  -1.288  3.362
H  -4.787  -1.439  4.139
H  -3.815  -1.110  2.155
C  -1.562  -4.319  -2.493
C  -1.248  -5.349  -3.509
O  -1.932  -6.550  -3.348
H  -1.241  -4.642  -1.503
H  -2.631  -4.141  -2.376
H  -1.108  -3.371  -2.784
H  -0.188  -5.598  -3.472
H  -1.472  -4.848  -4.450
H  -2.869  -6.413  -3.501
C  -3.717  5.396  -1.463
O  -4.990  4.848  -1.627
H  -3.689  6.308  -2.059
H  -3.559  5.689  -0.425
H  -2.929  4.693  -1.733
H  -5.592  5.591  -1.544
C  0.213  2.174  -4.556
O  0.648  0.902  -4.864
H  -0.557  2.544  -5.233
H  -0.119  2.398  -3.542
H  0.946  2.914  -4.880
H  1.374  0.757  -4.254
C  5.718  4.044  -0.869
O  6.063  3.169  -1.966
H  4.817  3.653  -0.396
H  6.350  4.064  0.019
H  5.644  5.063  -1.248
H  6.862  3.472  -2.404
C  1.738  -4.007  5.987
O  2.092  -2.686  5.645
H  1.882  -4.276  7.034
H  0.743  -4.295  5.650
H  2.465  -4.656  5.500
H  1.377  -2.066  5.806
O  5.770  -2.190  0.840
H  5.324  -2.239  1.686
H  6.689  -2.362  1.044
O  4.213  -0.749  -2.960
H  4.602  0.030  -2.563
H  4.433  -1.461  -2.358

## Properties
energy above the lowest of the compared OMol25 structures with the same formula, charge and spin: 80.1 kcal per mole
HOMO-LUMO gap: 10.12 eV
spin multiplicity: 1
highest occupied orbital energy: -9.96 eV
E_tot: -1080.7786 hartree
charge: 0

Atomic charges from the Mulliken analysis, expressed in e, are listed below:
1 C -0.940
2 C -0.234
3 O -0.487
4 H 0.338
5 H 0.292
6 H 0.253
7 H 0.308
8 H 0.200
9 H 0.270
10 C -1.063
11 C -0.126
12 O -0.490
13 H 0.323
14 H 0.302
15 H 0.303
16 H 0.265
17 H 0.215
18 H 0.273
19 C -0.946
20 C -0.223
21 O -0.510
22 H 0.261
23 H 0.317
24 H 0.286
25 H 0.260
26 H 0.256
27 H 0.300
28 C -0.428
29 O -0.498
30 H 0.232
31 H 0.231
32 H 0.158
33 H 0.305
34 C -0.602
35 O -0.467
36 H 0.273
37 H 0.208
38 H 0.278
39 H 0.305
40 C -0.436
41 O -0.495
42 H 0.142
43 H 0.264
44 H 0.245
45 H 0.286
46 C -0.503
47 O -0.502
48 H 0.244
49 H 0.253
50 H 0.213
51 H 0.295
52 O -0.629
53 H 0.317
54 H 0.315
55 O -0.629
56 H 0.310
57 H 0.315

---

# C19H20N2O3

One molecule with the formula C19H20N2O3 (ωB97M-V/def2-TZVPD, the Open Molecules 2025 dataset).

Geometry (Å):
N  4.359  3.784  0.673
C  4.318  3.167  1.875
O  4.683  3.713  2.891
C  3.756  1.748  1.859
C  2.276  1.744  1.463
C  1.733  0.311  1.487
N  2.519  -0.531  0.616
C  2.135  -0.955  -0.615
O  2.927  -1.402  -1.425
C  0.672  -0.897  -0.916
C  -0.250  -1.596  -0.143
C  -1.590  -1.603  -0.479
C  -2.029  -0.897  -1.596
O  -3.326  -0.897  -2.023
C  -4.358  -1.031  -1.129
C  -4.347  -0.442  0.131
C  -5.453  -0.562  0.953
C  -6.572  -1.257  0.527
C  -6.587  -1.828  -0.734
C  -5.487  -1.719  -1.562
C  -1.106  -0.218  -2.388
C  0.233  -0.231  -2.055
C  3.922  -0.583  0.974
C  4.541  0.815  0.932
H  4.097  3.328  -0.182
H  4.737  4.715  0.624
H  3.843  1.377  2.886
H  2.153  2.150  0.456
H  1.702  2.364  2.153
H  1.794  -0.087  2.506
H  0.691  0.303  1.168
H  0.087  -2.156  0.717
H  -2.295  -2.167  0.113
H  -3.480  0.115  0.457
H  -5.439  -0.103  1.930
H  -7.431  -1.347  1.175
H  -7.460  -2.365  -1.075
H  -5.482  -2.156  -2.549
H  -1.458  0.302  -3.265
H  0.952  0.281  -2.678
H  4.009  -1.003  1.981
H  4.419  -1.244  0.261
H  4.507  1.174  -0.098
H  5.585  0.764  1.243

## Properties
energy above the lowest of the compared OMol25 structures with the same formula, charge and spin: 20.2 kcal per mole
HOMO-LUMO gap: 9.18 eV
spin multiplicity: 1
highest occupied orbital energy: -8.61 eV
E_tot: -1071.2957 hartree
charge: 0

Atomic charges from the Mulliken analysis, expressed in e, are listed below:
1 N -0.327
2 C 0.076
3 O -0.641
4 C 0.165
5 C -0.675
6 C -0.784
7 N 0.117
8 C 0.351
9 O -0.658
10 C 0.238
11 C -0.230
12 C -0.042
13 C 0.382
14 O -0.460
15 C 0.405
16 C -0.088
17 C -0.606
18 C -0.511
19 C -0.447
20 C -0.587
21 C -0.890
22 C -0.726
23 C -1.138
24 C -0.541
25 H 0.191
26 H 0.247
27 H 0.299
28 H 0.247
29 H 0.387
30 H 0.264
31 H 0.529
32 H 0.477
33 H 0.533
34 H 0.469
35 H 0.367
36 H 0.380
37 H 0.378
38 H 0.410
39 H 0.444
40 H 0.457
41 H 0.355
42 H 0.546
43 H 0.280
44 H 0.357

---

# C24H35BrF6IrN7O3P3S

C24H35BrF6IrN7O3P3S as an isolated structure in a non-equilibrium geometry (ωB97M-V/def2-TZVPD, the Open Molecules 2025 dataset).

Geometry (Å):
Ir  -0.578  0.100  -1.215
C  -1.006  2.114  4.235
N  -1.494  2.078  2.851
C  -1.707  3.400  2.239
P  -1.693  0.729  1.999
O  -1.606  0.966  0.507
O  -0.581  -0.247  2.607
P  0.455  -1.259  1.889
O  0.100  -1.350  0.426
N  1.908  -0.683  2.207
C  3.034  -1.003  1.316
C  2.247  0.083  3.415
N  0.213  -2.671  2.639
C  1.174  -3.315  3.536
C  -0.928  -3.517  2.255
N  -3.070  -0.093  2.323
C  -4.182  -0.177  1.367
C  -3.487  -0.194  3.725
H  -1.786  2.462  4.913
H  -0.156  2.796  4.303
H  -0.677  1.131  4.560
H  -2.416  3.977  2.834
H  -2.097  3.296  1.229
H  -0.764  3.945  2.180
H  3.762  -1.628  1.838
H  3.521  -0.085  0.993
H  2.680  -1.537  0.437
H  1.379  0.187  4.061
H  2.600  1.078  3.144
H  3.036  -0.431  3.968
H  2.035  -2.676  3.710
H  1.523  -4.258  3.108
H  0.705  -3.532  4.497
H  -1.575  -2.995  1.551
H  -1.520  -3.786  3.133
H  -0.575  -4.440  1.787
H  -3.833  0.009  0.356
H  -4.971  0.544  1.609
H  -4.617  -1.177  1.400
H  -2.626  -0.340  4.379
H  -4.139  -1.059  3.838
H  -4.035  0.695  4.054
N  2.018  2.119  -4.071
C  2.764  0.963  -4.187
C  3.901  0.660  -4.875
C  4.338  -0.664  -4.757
C  3.650  -1.664  -3.969
C  2.526  -1.368  -3.283
C  2.046  -0.022  -3.393
N  0.979  0.537  -2.862
C  0.966  1.841  -3.285
C  -0.112  2.687  -2.926
C  -0.212  4.047  -3.047
S  -1.668  4.570  -2.384
C  -2.077  2.958  -1.971
N  -1.197  2.069  -2.314
H  2.246  3.016  -4.473
H  4.436  1.384  -5.476
H  5.243  -0.957  -5.277
H  4.055  -2.668  -3.935
H  1.999  -2.093  -2.676
H  0.511  4.750  -3.438
H  -3.006  2.711  -1.470
Br  -2.399  -4.873  -5.100
C  -2.042  -3.529  -3.864
C  -2.737  -2.320  -3.952
C  -2.473  -1.324  -3.038
C  -1.482  -1.505  -2.049
C  -0.834  -2.758  -1.946
C  -1.104  -3.759  -2.855
H  -3.479  -2.178  -4.726
H  -3.037  -0.399  -3.096
H  -0.135  -2.934  -1.136
H  -0.613  -4.721  -2.784
F  1.526  1.152  -0.366
P  1.840  2.654  0.392
F  2.244  3.181  -1.099
F  0.284  3.038  0.065
F  1.350  2.016  1.762
F  3.331  2.162  0.638
F  2.103  4.080  1.021

## Properties
energy above the lowest of the compared OMol25 structures with the same formula, charge and spin: 0.0 kcal per mole
HOMO-LUMO gap (spin up / spin down): 6.39 / 4.11 eV
spin multiplicity: 6
expectation value of S²: 8.806
highest occupied orbital energy (spin up / spin down): -12.87 / -13.55 eV
E_tot: -6244.0904 hartree
charge: +2

Atomic charges from the Mulliken analysis, expressed in e, are listed below:
1 Ir 3.482
2 C -1.005
3 N 0.575
4 C -0.981
5 P -0.619
6 O -0.588
7 O 0.008
8 P -1.098
9 O -0.300
10 N 0.879
11 C -0.988
12 C -1.189
13 N 0.489
14 C -1.025
15 C -0.965
16 N 0.525
17 C -0.845
18 C -1.103
19 H 0.329
20 H 0.361
21 H 0.233
22 H 0.408
23 H 0.111
24 H 0.279
25 H 0.353
26 H 0.220
27 H 0.215
28 H 0.301
29 H 0.233
30 H 0.474
31 H 0.269
32 H 0.333
33 H 0.316
34 H 0.141
35 H 0.346
36 H 0.350
37 H 0.141
38 H 0.307
39 H 0.333
40 H 0.296
41 H 0.430
42 H 0.259
43 N 0.144
44 C 0.617
45 C -1.135
46 C -0.468
47 C -0.795
48 C -0.411
49 C 0.410
50 N 0.118
51 C -0.085
52 C -0.271
53 C -0.328
54 S -0.079
55 C -0.306
56 N -0.240
57 H 0.276
58 H 0.485
59 H 0.434
60 H 0.483
61 H 0.493
62 H 0.390
63 H 0.486
64 Br -0.092
65 C 0.028
66 C -0.675
67 C -0.359
68 C 0.102
69 C 0.000
70 C -0.710
71 H 0.455
72 H 0.413
73 H 0.497
74 H 0.482
75 F -0.267
76 P 1.240
77 F -0.396
78 F -0.249
79 F -0.138
80 F -0.443
81 F -0.397

---

# C8H17BrN

An isolated ion of composition C8H17BrN and charge -1 (ωB97M-V/def2-TZVPD, the Open Molecules 2025 dataset).

Geometry (Å):
C  1.877  0.291  1.638
C  1.883  -0.724  0.502
C  2.088  -0.012  -0.830
C  0.674  -1.676  0.517
C  -0.755  -1.141  0.837
N  -1.724  -1.201  -0.224
C  -1.383  -0.335  -1.295
C  -1.422  1.170  -0.940
C  -2.633  1.583  -0.130
Br  -1.347  2.261  -2.612
H  2.813  0.850  1.653
H  1.711  -0.178  2.606
H  1.075  1.014  1.496
H  2.772  -1.349  0.641
H  3.016  0.561  -0.807
H  1.270  0.670  -1.060
H  2.161  -0.744  -1.633
H  0.908  -2.472  1.227
H  0.598  -2.157  -0.460
H  -1.147  -1.772  1.639
H  -0.661  -0.133  1.293
H  -0.374  -0.528  -1.721
H  -2.087  -0.485  -2.119
H  -0.513  1.491  -0.437
H  -3.459  1.888  -0.768
H  -2.393  2.410  0.537
H  -2.948  0.717  0.449

## Properties
HOMO-LUMO gap: 5.16 eV
spin multiplicity: 1
highest occupied orbital energy: -1.85 eV
E_tot: -2943.7598 hartree
charge: -1

Atomic charges from the Mulliken analysis, expressed in e, are listed below:
1 C -1.583
2 C 1.063
3 C -1.526
4 C -1.281
5 C -0.254
6 N -0.959
7 C -0.671
8 C 0.300
9 C -1.333
10 Br -0.279
11 H 0.443
12 H 0.353
13 H 0.305
14 H 0.258
15 H 0.452
16 H 0.183
17 H 0.365
18 H 0.420
19 H 0.453
20 H 0.281
21 H 0.193
22 H 0.230
23 H 0.489
24 H -0.013
25 H 0.442
26 H 0.316
27 H 0.352

---

# C2H4N2O3

One molecule with the formula C2H4N2O3 in a non-equilibrium geometry (ωB97M-V/def2-TZVPD, the Open Molecules 2025 dataset).

Geometry (Å):
N  -1.158  -0.595  -1.156
C  -0.455  -0.129  -0.062
N  -0.516  1.225  0.496
O  0.873  1.065  1.017
C  0.919  -0.238  0.472
O  2.085  -0.775  0.116
O  -0.087  -1.017  1.004
H  -2.136  -0.769  -0.955
H  -1.052  0.004  -1.963
H  -1.117  1.323  1.316
H  2.643  -0.094  -0.282

## Properties
energy above the lowest of the compared OMol25 structures with the same formula, charge and spin: 109.3 kcal per mole
HOMO-LUMO gap: 10.33 eV
spin multiplicity: 1
highest occupied orbital energy: -9.65 eV
E_tot: -413.7175 hartree
charge: 0

Atomic charges from the Mulliken analysis, expressed in e, are listed below:
1 N -0.501
2 C 0.046
3 N -0.242
4 O -0.339
5 C 0.902
6 O -0.493
7 O -0.507
8 H 0.259
9 H 0.271
10 H 0.261
11 H 0.344